{"formula": "C5H8O3", "method": "ωB97M-V/def2-TZVPD", "elements": ["O", "C", "O", "C", "C", "C", "C", "O", "H", "H", "H", "H", "H", "H", "H", "H"], "positions_angstrom": [[-0.6145, -0.1055, 2.2369], [-0.2899, 0.8195, 1.5445], [0.4820, 1.8395, 1.9373], [-0.7051, 0.9596, 0.1126], [-0.9607, -0.3860, -0.5490], [0.2629, -1.2778, -0.5968], [1.3928, -0.7698, -1.4540], [1.1930, 0.0197, -2.3182], [0.8692, 1.6661, 2.8142], [-1.6373, 1.5311, 0.0814], [-0.0471, 1.6394, -0.4356], [-1.7625, -0.8632, 0.0035], [-1.3808, -0.2059, -1.5374], [0.7103, -1.4052, 0.3730], [0.0728, -2.3060, -0.9380], [2.4149, -1.1555, -1.2745]], "lowdin_spin": [0.00, 0.00, 0.00, 0.00, 0.01, 0.11, 0.14, 0.65, 0.00, 0.00, 0.00, 0.01, 0.00, 0.00, 0.00, 0.07], "gap_ev": [8.37, 4.50], "total_charge": 1, "max_force_ev_per_a": 1.04, "lumo_ev": [-6.085, -9.936], "spin_multiplicity": 2}